[1]
Molecular formula: H3NO3Si
Method: DFT, wB97M-V/def2-TZVPD

E_LUMO in eV: -1.79
Gap between HOMO and LUMO in eV: 7.9130
Energy relative to the best compared isomer or geometry (same formula, charge and spin) in kcal per mole: 102.64
Net charge: 0
HOMO level in eV: -9.705

Each line ends with the Mulliken charge.
Cartesian coordinates (Å):
H: 0.23 -1.04 -1.08  -0.0003
H: 0.31 -0.36 1.46  0.0093
H: 0.56 1.21 -0.48  -0.0144
N: -3.43 0.09 -0.02  1.0241
O: -4.45 -0.37 0.47  -0.5292
O: -3.38 0.93 -0.89  -0.5845
O: -2.24 -0.42 0.35  -0.5781
Si: 0.14 -0.09 0.04  0.6730



[2]
Molecular formula: C27H35N3O4S
Method: DFT, wB97M-V/def2-TZVPD

SMILES: CC(=O)N1c2ccc(S(=O)(=O)NC[C@H]3CC[C@@H](C(=O)N(C)Cc4ccccc4)CC3)cc2C[C@H]1C
E_LUMO in eV: 0.52
Gap between HOMO and LUMO in eV: 8.9896
Energy relative to the best compared isomer or geometry (same formula, charge and spin) in kcal per mole: 16.06
Net charge: 0
HOMO level in eV: -8.472

Each line ends with the Mulliken charge.
Cartesian coordinates (Å):
C: -1.93 -4.22 -1.33  0.9010
C: -1.20 -4.48 1.85  -1.4661
C: 5.82 -0.10 2.25  -0.7022
H: -0.43 -4.62 2.61  0.4022
N: -3.61 2.63 -0.48  -0.2942
H: -1.26 -5.95 -2.35  0.3695
H: -1.29 3.16 1.25  0.5127
C: -4.06 -0.49 -0.26  -0.1574
S: -3.91 1.92 1.01  1.5088
C: -0.68 -3.54 0.76  -0.2797
H: 0.05 -4.95 -1.70  0.2809
H: 2.03 2.93 -0.53  0.8712
H: 0.23 -3.95 0.32  0.5550
H: -4.10 -2.34 -1.36  0.5706
C: 7.17 -0.18 1.94  -0.4017
C: -3.59 -1.75 -0.63  -1.4494
H: 3.52 -1.21 -0.98  0.3157
C: 0.33 2.02 0.43  -0.6055
C: 4.13 2.05 -1.50  -1.0290
H: 1.35 2.35 -2.86  0.4731
O: -2.85 -4.05 -2.11  -0.6295
H: 4.68 -0.53 -2.14  0.4923
H: -1.74 0.42 2.04  0.4122
H: 0.06 4.14 0.68  0.5316
H: -2.01 1.46 -0.95  -0.0174
C: 6.62 -0.41 -0.38  -0.4646
C: -0.47 -2.13 1.31  -0.3203
H: 4.38 2.62 -0.60  0.2793
H: 3.82 -0.12 1.48  0.4150
H: -1.76 4.48 -0.84  0.4047
C: 4.87 -0.18 1.24  -0.1478
H: 5.07 1.78 -1.99  0.4228
H: -4.00 3.56 -0.53  0.3291
H: 8.61 -0.41 0.38  0.3721
H: 3.56 2.67 -2.18  0.3437
H: 7.91 -0.12 2.73  0.3781
C: -3.38 0.26 0.68  -1.0733
N: 3.42 0.83 -1.18  0.3069
H: -1.48 -5.45 1.45  0.3869
H: 5.50 0.02 3.27  0.3963
C: -0.94 -5.35 -1.50  -1.2734
O: -3.10 2.48 2.06  -0.7296
H: -2.08 -4.04 2.32  0.3409
H: -2.59 2.50 -2.25  0.3083
C: 5.26 -0.33 -0.08  0.7178
O: -5.33 2.01 1.17  -0.7546
C: -2.22 -0.20 1.30  -0.1143
H: 6.93 -0.54 -1.41  0.3600
H: -0.72 3.67 -2.97  0.4733
C: 2.14 0.78 -0.75  -0.3250
N: -1.71 -3.38 -0.28  0.3143
H: -0.90 -5.98 -0.62  0.2891
H: -0.27 1.12 0.30  -0.4614
H: 0.00 1.41 -2.23  0.2240
C: -1.74 -1.43 0.92  1.1414
C: -2.36 2.46 -1.18  -0.8001
C: 4.22 -0.39 -1.16  -1.3159
H: -4.95 -0.08 -0.70  0.5051
C: 0.63 2.28 -2.04  -0.6934
H: -0.30 -2.13 2.39  0.5611
O: 1.61 -0.29 -0.45  -0.7977
H: 0.43 4.41 -1.85  0.4735
C: -1.26 3.50 -0.88  0.8678
H: 0.85 1.93 1.39  0.7063
C: 7.56 -0.34 0.63  -0.5626
C: -0.22 3.54 -2.01  -1.5245
C: 1.36 2.08 -0.70  0.5755
H: 0.37 -1.63 0.83  -0.3742
C: -0.55 3.26 0.46  -1.5340
C: -2.41 -2.20 -0.04  0.2085



[3]
Molecular formula: C11H23BiBrNO2P2
Method: DFT, wB97M-V/def2-TZVPD

E_LUMO (alpha / beta) in eV: -9.38 / -10.10
Gap between HOMO and LUMO (alpha / beta) in eV: 4.6647 / 3.0704
Energy relative to the best compared isomer or geometry (same formula, charge and spin) in kcal per mole: 159.15
Net charge: +2
HOMO level (alpha / beta) in eV: -14.049 / -13.174

Each line ends with the Mulliken charge.
Cartesian coordinates (Å):
H: 4.00 0.94 0.25  0.3129
H: 1.79 -2.33 2.17  0.3957
H: -2.77 3.22 -1.74  0.4124
H: 1.82 -2.10 -3.98  0.4443
H: -2.87 -1.33 -0.64  0.4409
C: -1.44 -2.06 -3.07  -0.6988
H: -4.28 0.21 0.84  0.3605
C: -2.81 2.15 -2.05  -1.2725
O: -0.01 3.28 -1.79  -0.5928
H: 0.84 3.64 -1.44  0.3010
H: 3.63 2.90 -3.98  0.3279
C: -0.32 -2.43 -3.83  -0.5738
H: 3.11 -0.88 -1.95  0.4429
C: 2.14 -2.47 1.13  -1.1033
C: -4.10 1.14 0.27  -1.0350
H: -0.40 -3.14 -4.65  0.4514
H: -3.79 1.89 -2.47  0.5071
C: -1.35 -1.07 -2.10  0.7196
P: -2.50 1.02 -0.62  0.4729
P: 2.24 -0.80 0.40  0.5452
H: -4.08 1.96 1.01  0.3951
C: 2.23 -1.13 -1.38  -0.9866
Br: -1.31 -1.27 1.82  -0.2669
Bi: 0.03 0.51 0.45  0.7033
C: 3.83 0.02 0.85  -1.0451
C: 1.02 -1.33 -2.10  0.8538
O: 3.34 2.84 -3.06  -0.5947
N: -0.15 -0.68 -1.67  -0.0318
H: -0.12 1.74 -0.75  0.2532
H: 3.96 2.32 -2.58  0.2839
H: 3.12 -2.97 1.06  0.3977
H: -2.42 -2.44 -3.28  0.5097
H: -2.04 2.03 -2.82  0.2430
C: -2.60 -0.59 -1.41  -1.2053
C: 0.92 -1.91 -3.41  -0.7473
H: 3.72 0.34 1.90  0.3925
H: 1.39 -3.04 0.57  0.3526
H: -0.13 3.15 -2.72  0.3216
H: 4.73 -0.62 0.75  0.3793
H: -3.34 -0.50 -2.20  0.5454
H: -4.93 1.30 -0.43  0.3884



[4]
Molecular formula: C2F3I
Method: DFT, wB97M-V/def2-TZVPD

E_LUMO in eV: -1.04
Gap between HOMO and LUMO in eV: 7.8144
Energy relative to the best compared isomer or geometry (same formula, charge and spin) in kcal per mole: 82.59
Net charge: 0
HOMO level in eV: -8.859

Each line ends with the Mulliken charge.
Cartesian coordinates (Å):
C: -0.80 -0.64 -0.49  -0.0164
F: 1.99 -0.14 0.30  -0.1290
I: -2.58 0.25 0.02  0.0808
C: 0.89 0.60 0.36  0.2138
F: -0.62 -1.76 0.03  -0.0463
F: 1.12 1.70 -0.22  -0.1028



[5]
Molecular formula: C46H56F4N7O2PtSTe
Method: DFT, wB97M-V/def2-TZVPD

E_LUMO (alpha / beta) in eV: -4.27 / -7.64
Gap between HOMO and LUMO (alpha / beta) in eV: 8.1276 / 4.7544
Energy relative to the best compared isomer or geometry (same formula, charge and spin) in kcal per mole: 0.00
Multiplicity: 6
Net charge: +2
HOMO level (alpha / beta) in eV: -12.400 / -12.397

Each line ends with the Mulliken spin population.
Cartesian coordinates (Å):
H: -0.20 -2.98 -5.05  0.0001
C: 2.54 1.10 -2.54  -0.0001
C: -1.58 -4.26 -0.64  0.0066
H: 5.28 1.77 -5.17  0.0002
H: -0.50 3.62 -1.67  0.0097
C: -3.33 0.60 -1.32  -0.0104
H: 1.23 2.16 -3.86  0.0004
N: -2.49 1.78 -1.09  0.2129
H: -2.01 4.50 -2.05  0.0003
C: 3.25 -4.97 -0.93  -0.0484
H: -1.59 -0.66 -1.54  0.0328
O: -5.03 -1.32 4.37  0.0006
C: -2.22 3.56 0.69  -0.0552
C: 2.38 -4.93 0.29  0.0702
H: -3.62 2.68 3.55  0.0013
N: -1.60 -0.43 1.63  0.1136
H: -5.02 1.54 6.79  0.0000
C: 1.24 4.10 4.44  0.2139
H: 0.12 -1.52 1.38  0.0262
H: 1.42 -5.40 0.08  0.0020
C: 3.84 0.67 -2.32  0.0365
C: 0.46 -2.95 -4.19  0.0589
H: -1.82 -4.40 -4.00  0.0007
C: 4.88 -6.15 -2.27  0.0112
C: -2.08 -4.59 -1.89  -0.0022
H: -2.97 -5.18 -1.99  -0.0004
C: -0.75 -1.38 2.01  0.0167
C: 0.44 4.99 3.74  -0.0528
C: 4.51 1.58 -4.43  0.0033
C: -4.11 -0.53 4.43  -0.0011
H: -6.80 0.59 4.49  0.0000
C: -0.41 3.23 2.25  0.1815
H: -0.99 3.90 -3.34  -0.0006
H: 4.08 3.52 -1.17  0.0007
H: -3.79 3.42 -0.77  -0.0006
H: -0.27 -2.95 3.39  -0.0004
H: 2.97 2.54 -5.57  0.0001
F: 2.03 1.89 4.63  -0.0074
H: -4.11 3.37 5.10  -0.0002
C: 5.71 -7.37 -2.50  0.0014
C: -2.87 -0.81 3.61  0.0059
H: -3.29 0.65 2.09  0.0100
C: -0.35 4.59 2.68  0.1382
C: -6.48 1.35 5.20  0.0000
C: -2.04 -1.87 3.95  0.0007
F: 0.43 6.28 4.09  -0.0091
C: -5.30 0.83 6.01  0.0000
N: 1.87 5.83 -0.93  0.0009
C: 2.24 1.80 -3.71  0.0070
H: 1.84 4.42 5.28  0.0043
H: -2.24 -2.45 4.84  0.0002
H: -4.21 0.88 -1.91  0.0048
H: -3.83 2.16 0.47  0.0027
C: 3.22 2.02 -4.66  0.0023
H: -3.00 2.47 -3.00  -0.0004
O: 0.88 2.02 -1.17  0.2207
H: 5.17 -2.87 -4.51  0.0025
H: -1.46 1.61 -2.87  0.0034
H: -2.43 3.47 4.59  -0.0004
C: 2.59 4.76 -0.60  0.0001
C: -0.42 -3.53 -0.54  -0.0944
H: 3.94 -6.94 -0.51  0.0046
C: -3.17 2.73 -0.19  0.0033
H: 1.30 -3.61 -4.38  -0.0052
H: 5.84 0.59 -3.09  0.0009
C: 4.82 0.91 -3.26  0.0089
F: -1.06 5.54 2.03  0.0181
C: -2.10 2.35 -2.38  0.0070
N: -4.12 0.58 5.18  0.0003
C: 4.01 -6.10 -1.19  0.0287
H: 5.08 -8.24 -2.66  0.0008
H: -2.13 1.06 4.82  -0.0012
C: 1.45 0.96 -1.54  0.0472
C: 4.97 -5.05 -3.11  0.0203
H: 4.09 0.18 -1.38  -0.0174
H: -0.02 -3.31 0.44  0.0149
S: 2.29 3.93 0.83  0.0357
H: -2.84 4.05 1.45  0.0262
C: -0.95 -2.15 3.14  0.0045
H: 2.09 6.38 -1.75  -0.0002
C: -0.26 -3.39 -2.95  -0.1282
F: 0.62 1.10 2.48  0.0510
C: -3.01 1.51 5.27  0.0007
H: 3.46 -2.48 -4.31  -0.0121
C: 0.50 2.38 2.93  0.0509
H: 3.78 4.82 -2.27  0.0004
H: 6.33 -7.57 -1.62  0.0009
H: -2.79 1.69 6.33  0.0004
C: -2.58 -0.54 -2.01  0.0040
C: -1.42 -4.15 -3.03  0.0024
Te: 2.08 -2.02 -1.53  0.8087
H: -1.75 4.35 0.10  0.0287
H: -2.45 -0.35 -3.07  0.0013
H: -5.58 -0.12 6.47  0.0000
H: 1.21 6.21 -0.28  0.0000
C: -1.36 3.68 -2.34  -0.0088
N: 1.00 -0.19 -1.10  0.6598
H: 2.85 -5.48 1.11  0.0016
C: -3.32 2.84 4.58  0.0034
C: -2.63 -0.14 2.41  -0.0022
N: 3.56 4.34 -1.42  0.0010
C: 3.34 -3.91 -1.82  0.2929
H: 0.83 -1.93 -4.07  -0.0155
H: -3.13 -1.46 -1.89  0.0004
H: -6.24 2.26 4.67  0.0000
H: -2.08 -4.60 0.25  0.0003
C: 4.39 -2.70 -3.77  0.0980
H: -7.31 1.55 5.88  0.0000
H: 4.66 -1.83 -3.18  -0.0057
N: -1.23 2.74 1.32  0.5634
H: 2.22 -3.90 0.61  0.0010
H: 6.36 -7.24 -3.36  0.0000
Pt: -0.66 0.97 0.17  1.1779
C: 0.25 -3.09 -1.68  0.2017
C: 1.26 2.78 4.00  -0.0434
C: 4.23 -3.90 -2.89  -0.0578
H: -3.68 0.23 -0.34  0.0015
H: 5.65 -5.07 -3.95  0.0026



[6]
Molecular formula: C4H11N2O
Method: DFT, wB97M-V/def2-TZVPD

SMILES: NCC[C@H](N)C[O-]
E_LUMO in eV: 4.16
Gap between HOMO and LUMO in eV: 6.4603
Energy relative to the best compared isomer or geometry (same formula, charge and spin) in kcal per mole: 48.87
Net charge: -1
HOMO level in eV: -2.304

Each line ends with the Mulliken charge.
Cartesian coordinates (Å):
C: 0.25 0.32 0.52  -0.4811
H: -2.83 -0.22 -0.56  0.3160
C: -0.74 -0.17 -0.52  0.1374
H: -0.49 0.04 -1.59  0.2640
N: -2.04 0.48 -0.34  -0.8188
N: 2.61 0.98 -0.23  -0.6920
O: -1.58 -1.91 1.02  -0.8395
C: 1.21 1.48 0.17  -0.7339
H: 0.92 -0.58 0.84  0.2021
H: 0.83 2.05 -0.61  0.4483
H: 2.52 0.32 -1.05  0.2502
H: -1.71 -2.45 -0.87  0.2719
H: -2.10 0.56 0.68  0.2885
H: -0.06 -2.45 -0.14  0.2945
H: 1.46 2.14 0.98  0.3488
C: -0.99 -1.85 -0.16  -0.6696
H: -0.35 0.76 1.31  0.1707
H: 3.09 0.50 0.55  0.2423